# 1
C15H61N28O13 | ωB97M-V with the def2-TZVPD basis set

## Properties
Kohn-Sham gap = 6.871 eV
HOMO level = -10.4 eV
LUMO energy = -3.49 eV

Structure (ORCA input):
```
! wB97M-V def2-TZVPD RIJCOSX def2/J DEFGRID3
* xyz 1 1
N -3.624 0.307 -0.636
C -2.212 0.301 -1.151
C -1.078 0.665 -0.059
N -1.359 1.891 0.779
H -3.768 1.051 0.091
H -4.320 0.456 -1.409
H -2.052 0.961 -2.106
H -1.990 -0.792 -1.507
H -0.091 0.885 -0.645
H -0.916 -0.234 0.651
H -2.209 1.792 1.398
H -0.547 1.980 1.446
H -1.363 2.776 0.229
C 0.311 -0.010 -4.111
O 0.100 -0.523 -3.020
N 1.547 0.322 -4.532
N -0.676 0.269 -4.987
H 1.742 0.744 -5.422
H 2.314 0.129 -3.905
H -1.617 0.035 -4.711
H -0.524 0.691 -5.887
C -2.765 3.484 3.728
O -3.329 2.409 3.573
N -2.604 4.366 2.719
N -2.255 3.878 4.909
H -2.142 5.254 2.815
H -2.976 4.102 1.819
H -2.356 3.244 5.688
H -1.787 4.758 5.053
C 2.625 -1.402 2.175
O 3.600 -0.961 1.583
N 2.686 -1.878 3.433
N 1.396 -1.448 1.620
H 1.890 -2.241 3.931
H 3.585 -1.861 3.891
H 1.307 -1.098 0.677
H 0.582 -1.805 2.090
C 4.925 1.851 -5.254
O 3.803 1.364 -5.266
N 5.342 2.741 -6.176
N 5.843 1.539 -4.316
H 6.260 3.151 -6.183
H 4.684 3.000 -6.896
H 5.570 0.875 -3.607
H 6.770 1.927 -4.290
C 5.592 2.611 2.457
O 6.175 3.608 2.853
N 5.647 1.428 3.102
N 4.838 2.604 1.337
H 5.173 0.597 2.789
H 6.201 1.388 3.945
H 4.771 3.470 0.822
H 4.352 1.793 0.995
C -0.986 -3.789 3.968
O -0.392 -2.799 4.373
N -0.947 -4.973 4.609
N -1.733 -3.780 2.844
H -1.428 -5.797 4.293
H -0.398 -5.020 5.455
H -1.789 -2.911 2.335
H -2.228 -4.582 2.495
C 7.859 0.261 -7.921
O 8.070 1.245 -7.227
N 7.424 -0.909 -7.414
N 8.044 0.261 -9.258
H 7.245 -1.730 -7.968
H 7.273 -0.950 -6.417
H 8.370 1.119 -9.677
H 7.877 -0.537 -9.846
C -6.442 -1.740 1.937
O -6.646 -2.251 3.028
N -5.205 -1.414 1.506
N -7.435 -1.457 1.069
H -5.016 -0.993 0.612
H -4.435 -1.611 2.128
H -8.376 -1.687 1.356
H -7.288 -1.037 0.168
C -4.321 1.137 -5.791
O -3.210 1.183 -6.296
N -5.405 1.694 -6.368
N -4.563 0.525 -4.612
H -6.328 1.667 -5.970
H -5.266 2.162 -7.252
H -3.778 0.093 -4.148
H -5.470 0.476 -4.182
C -8.744 -3.433 6.484
O -9.611 -3.525 7.340
N -7.735 -4.321 6.372
N -8.719 -2.436 5.576
H -7.013 -4.262 5.675
H -7.717 -5.083 7.033
H -9.458 -1.750 5.626
H -8.014 -2.344 4.864
C 0.963 5.561 3.990
O 0.098 5.441 4.845
N 1.979 4.684 3.856
N 0.979 6.582 3.107
H 2.702 4.765 3.162
H 2.004 3.907 4.500
H 0.236 7.262 3.177
H 1.682 6.699 2.399
C 7.184 -4.299 -6.645
O 7.716 -3.704 -7.570
N 7.664 -4.263 -5.385
N 6.071 -5.045 -6.804
H 7.242 -4.745 -4.611
H 8.497 -3.715 -5.226
H 5.681 -5.097 -7.734
H 5.619 -5.542 -6.057
C -3.302 -1.244 7.070
O -4.175 -1.335 7.918
N -2.286 -2.126 6.972
N -3.277 -0.252 6.154
H -1.558 -2.068 6.281
H -2.269 -2.884 7.639
H -4.021 0.429 6.192
H -2.567 -0.160 5.448
*
```


# 2
C15H7F3N5O6 | ωB97M-V with the def2-TZVPD basis set

## Properties
Kohn-Sham gap = 5.209 eV
HOMO level = -4.3 eV
LUMO energy = 0.87 eV
energy above the lowest of the compared OMol25 structures with the same formula, charge and spin = 18.6 kcal per mole

Structure (ORCA input):
```
! wB97M-V def2-TZVPD RIJCOSX def2/J DEFGRID3
* xyz -1 1
F 5.481 0.610 -3.163
C 5.190 -0.512 -2.436
F 5.661 -1.584 -3.139
F 5.925 -0.439 -1.278
C 3.723 -0.629 -2.132
C 3.164 -1.883 -1.897
C 1.828 -1.967 -1.522
C 1.060 -0.798 -1.387
C -0.330 -0.820 -0.886
C -1.252 -0.209 -1.791
N -2.076 0.212 -2.506
C 1.629 0.441 -1.710
C 2.973 0.537 -2.039
H 3.771 -2.778 -2.000
H 1.358 -2.935 -1.327
H -0.637 -1.823 -0.567
H 1.017 1.342 -1.687
H 3.420 1.508 -2.222
O -5.585 1.929 2.794
N -4.756 1.107 3.222
O -4.964 0.403 4.237
C -3.481 0.902 2.554
C -2.671 -0.166 2.951
C -1.476 -0.457 2.246
N -0.637 -1.565 2.669
O -0.934 -2.190 3.707
O 0.366 -1.849 1.972
C -1.105 0.258 1.106
C -1.816 1.394 0.827
N -1.603 2.403 -0.135
O -0.700 2.581 -0.939
O -2.679 3.265 -0.056
N -3.571 2.867 0.927
C -3.015 1.756 1.472
H -2.962 -0.802 3.784
H -0.315 -0.112 0.348
*
```


# 3
C15H8Cl4IrN3O10S4 | ωB97M-V with the def2-TZVPD basis set

## Properties
Kohn-Sham gap (alpha / beta) = 5.668 / 5.679 eV
HOMO level (alpha / beta) = -4.9 / -5.0 eV
LUMO energy (alpha / beta) = 0.72 / 0.72 eV
energy above the lowest of the compared OMol25 structures with the same formula, charge and spin = 51.9 kcal per mole

Structure (ORCA input):
```
! wB97M-V def2-TZVPD RIJCOSX def2/J DEFGRID3
* xyz -1 2
Ir 0.282 1.589 -0.482
Cl -4.354 -3.303 -1.920
C -3.572 -1.772 -1.721
C -4.314 -0.605 -1.716
Cl -6.036 -0.665 -1.887
C -3.664 0.627 -1.559
Cl -4.552 2.116 -1.531
C -2.286 0.701 -1.398
O -1.639 1.842 -1.248
C -1.532 -0.493 -1.372
O -0.242 -0.379 -1.169
C -2.181 -1.705 -1.567
Cl -1.205 -3.136 -1.575
S -0.258 6.431 0.757
C -0.485 4.822 0.329
S 0.721 3.918 -0.464
S -2.070 4.442 0.702
O 6.175 -2.867 -1.833
N 5.362 -3.155 -0.973
O 5.378 -4.192 -0.337
C 4.315 -2.188 -0.679
C 3.343 -2.490 0.256
C 2.396 -1.554 0.600
C 2.450 -0.213 0.095
O 1.898 0.808 0.618
C 3.311 -0.077 -1.040
C 4.263 -1.001 -1.381
N 3.189 1.105 -1.856
O 2.102 1.675 -1.950
O 4.155 1.491 -2.468
N 1.353 -1.987 1.518
O 0.440 -1.229 1.758
O 1.447 -3.104 2.003
H 3.328 -3.467 0.714
H 4.941 -0.820 -2.202
C -1.428 0.232 3.355
S -1.796 0.516 1.620
C -3.360 1.352 1.894
O -0.844 1.668 1.277
H -1.380 1.204 3.845
H -0.467 -0.271 3.392
H -2.207 -0.399 3.783
H -4.046 0.640 2.352
H -3.741 1.675 0.925
H -3.191 2.217 2.534
*
```


Taking the records one at a time from the top gives largest force on an atom values of 0.04728 0.06525 0.04117 hartree/bohr.